(1)
Formula: C4H8N4
Source: OMol25
Level of theory: wB97M-V/def2-TZVPD

The total energy is -10233.646 eV. The energy above the lowest of the compared OMol25 structures with the same formula, charge and spin comes out at 443.4 kJ/mol. The calculation puts the LUMO energy (alpha / beta) at 0.28 / 0.28 eV. For the HOMO energy (alpha / beta), the calculation gives -7.387 / -7.389 eV. The orbital gap (alpha / beta) is 7.7 / 7.7 eV.

The geometry in ORCA input format:
```
! wB97M-V def2-TZVPD RIJCOSX def2/J DEFGRID3
* xyz 0 1
H -2.03 -0.39 3.76
N -1.79 -0.68 2.83
N -0.77 -0.06 2.34
C -0.53 -0.58 1.08
N -1.09 -1.80 0.84
C -0.04 0.21 0.18
C 0.38 0.63 -0.99
C 1.85 1.11 -0.89
N 0.00 0.68 -2.27
H -1.40 -2.39 1.54
H -0.77 -2.20 0.00
H 2.41 0.87 0.01
H 1.79 2.16 -0.95
H 2.38 0.79 -1.73
H 0.52 1.18 -2.96
H -0.90 0.48 -2.78
*
```

Atom charges from the natural (NBO) analysis, given in e for atoms 1 to 2: number 1, H, carries 0.320; number 2, N, carries -0.401

=====

(2)
Formula: C28H40N7O4SSn
Source: OMol25
Level of theory: wB97M-V/def2-TZVPD

The total energy is -64970.224 eV. The energy above the lowest of the compared OMol25 structures with the same formula, charge and spin comes out at 0.0 kJ/mol. The calculation puts the LUMO energy at -2.03 eV. For the HOMO energy, the calculation gives -10.546 eV. The orbital gap is 8.5 eV.

The geometry in ORCA input format:
```
! wB97M-V def2-TZVPD RIJCOSX def2/J DEFGRID3
* xyz 1 1
Sn -1.44 -0.98 -0.35
C -4.29 -2.86 0.76
C -4.99 -1.59 0.27
N -4.12 -0.69 -0.52
C -4.46 0.73 -0.33
C -4.21 1.22 1.09
S -2.70 0.57 1.88
C -3.37 -0.73 2.99
C -2.90 -2.16 2.73
N -2.96 -2.60 1.33
H -4.95 -3.36 1.48
H -4.14 -3.54 -0.08
H -5.87 -1.88 -0.31
H -5.36 -1.03 1.12
H -4.22 -0.88 -1.51
H -3.84 1.29 -1.03
H -5.51 0.93 -0.58
H -4.08 2.30 1.07
H -5.04 1.01 1.77
H -3.05 -0.45 3.99
H -4.45 -0.65 2.96
H -1.85 -2.24 3.03
H -3.49 -2.81 3.38
H -2.43 -3.46 1.27
C 0.19 0.34 -4.23
C 0.31 0.94 -2.84
C 1.32 2.07 -2.80
O 0.74 -0.13 -1.95
C -1.09 1.46 -2.44
O -1.53 2.43 -3.01
O -1.76 0.79 -1.53
H 1.16 -0.03 -4.57
H -0.15 1.12 -4.92
H -0.53 -0.47 -4.25
H 2.27 1.75 -3.21
H 1.46 2.43 -1.78
H 0.94 2.91 -3.39
H 1.23 0.28 -1.22
N 0.38 -2.99 -2.70
C -0.88 -3.33 -3.13
C -1.04 -4.28 -4.15
C -2.30 -4.65 -4.53
C -3.40 -4.06 -3.90
C -3.15 -3.14 -2.92
N -1.93 -2.76 -2.51
H 1.15 -3.28 -3.27
H 0.50 -2.09 -2.25
H -0.16 -4.71 -4.62
H -2.45 -5.38 -5.31
H -4.42 -4.32 -4.17
H -3.99 -2.68 -2.41
C 2.89 5.84 1.70
C 3.72 4.59 1.81
C 4.48 4.32 2.95
C 5.22 3.15 3.06
C 5.22 2.22 2.03
N 6.00 1.05 2.19
C 5.86 -0.20 1.63
O 6.81 -0.93 1.45
N 4.58 -0.62 1.25
C 3.34 -0.43 1.86
C 3.18 0.02 3.17
C 1.89 0.20 3.65
C 0.81 -0.08 2.84
N 0.95 -0.56 1.60
C 2.19 -0.74 1.14
C 4.50 2.50 0.87
C 3.76 3.66 0.78
H 3.15 6.56 2.47
H 1.83 5.61 1.81
H 3.02 6.31 0.72
H 4.49 5.04 3.76
H 5.80 2.96 3.96
H 6.91 1.17 2.60
H 4.64 -1.37 0.58
H 4.03 0.20 3.80
H 1.74 0.55 4.66
H -0.20 0.09 3.19
H 2.27 -1.18 0.15
H 4.55 1.81 0.03
H 3.20 3.87 -0.13
*
```

Atom charges from the Mulliken analysis, given in e for atoms 1 to 2: number 1, Sn, carries 1.186; number 2, C, carries -0.947

=====

(3)
Formula: C11H16BCl2NO3Ta
Source: OMol25
Level of theory: wB97M-V/def2-TZVPD

The total energy is -46567.013 eV. The calculation puts the LUMO energy at 2.01 eV. For the HOMO energy, the calculation gives -4.618 eV. The orbital gap is 6.6 eV.

The geometry in ORCA input format:
```
! wB97M-V def2-TZVPD RIJCOSX def2/J DEFGRID3
* xyz -1 1
C 5.01 0.55 1.34
C 3.65 -0.19 1.09
Cl 3.74 -1.97 1.11
C 2.52 0.53 0.85
Cl 2.75 2.32 0.93
Ta 0.51 -0.55 0.36
C -0.80 1.06 1.25
C -0.57 2.57 0.63
C -1.91 3.43 0.50
O -0.83 3.67 1.55
B 0.54 0.34 -1.84
O 1.73 0.07 -2.56
O -0.49 1.12 -2.43
C -1.42 -1.74 -0.09
C -2.63 -1.04 -0.60
C -3.77 -1.89 -0.78
C -3.80 -3.30 -0.52
N -2.69 -3.95 -0.10
C -1.60 -3.17 0.08
H 4.89 1.33 2.13
H 5.80 -0.18 1.63
H 5.36 1.02 0.39
H 0.53 -1.41 2.04
H 1.42 -1.99 -0.36
H -1.91 1.00 1.10
H -0.67 1.19 2.36
H 0.21 2.72 -0.18
H -2.82 2.98 0.96
H -1.94 4.31 -0.17
H 2.18 -0.68 -2.14
H -0.09 1.98 -2.64
H -2.59 0.05 -0.77
H -4.71 -1.42 -1.15
H -4.76 -3.85 -0.67
H -0.69 -3.72 0.43
*
```

Atom charges from the natural (NBO) analysis, given in e for atoms 1 to 2: number 1, C, carries -0.668; number 2, C, carries -0.043

=====

(4)
Formula: C8H16Cl3N2O
Source: OMol25
Level of theory: wB97M-V/def2-TZVPD

The total energy is -51148.611 eV. The calculation puts the LUMO energy at 2.44 eV. For the HOMO energy, the calculation gives -1.317 eV. The orbital gap is 3.8 eV.

The geometry in ORCA input format:
```
! wB97M-V def2-TZVPD RIJCOSX def2/J DEFGRID3
* xyz -1 1
C -0.53 1.16 2.72
C -0.52 -0.16 2.01
C -1.45 -1.24 2.52
N 0.24 -0.42 0.98
N 0.56 0.59 0.18
C 1.66 0.22 -0.69
C 2.48 1.45 -1.06
C 1.78 2.35 -2.08
C 2.06 1.91 -3.51
O 1.24 2.65 -4.43
H 0.26 1.79 2.32
H -1.48 1.71 2.64
H -0.40 0.99 3.80
H -1.80 -1.85 1.69
H -0.98 -1.87 3.30
H -2.31 -0.75 3.00
H 1.29 -0.28 -1.62
H 2.31 -0.50 -0.18
H 2.62 2.02 -0.14
H 3.49 1.17 -1.41
H 0.71 2.36 -1.93
H 2.15 3.38 -1.98
H 1.88 0.84 -3.61
H 3.11 2.10 -3.77
H 0.88 2.04 -5.07
C -3.76 -4.38 1.29
Cl -3.42 -3.43 -0.15
Cl -4.24 -3.35 2.63
Cl -4.99 -5.62 0.96
H -2.85 -4.89 1.57
*
```

Atom charges from the natural (NBO) analysis, given in e for atoms 1 to 2: number 1, C, carries -0.663; number 2, C, carries 0.022

=====

(5)
Formula: C5H13N2
Source: OMol25
Level of theory: wB97M-V/def2-TZVPD

The total energy is -8368.077 eV. The energy above the lowest of the compared OMol25 structures with the same formula, charge and spin comes out at 263.7 kJ/mol. The calculation puts the LUMO energy at -4.68 eV. For the HOMO energy, the calculation gives -11.976 eV. The orbital gap is 7.3 eV.

The geometry in ORCA input format:
```
! wB97M-V def2-TZVPD RIJCOSX def2/J DEFGRID3
* xyz 1 1
C -0.56 -1.59 1.30
C -1.10 -2.74 -0.77
N -0.62 -1.73 -0.16
H -1.31 -0.87 1.61
H 0.42 -1.18 1.54
H -0.68 -2.57 1.75
H -1.45 -3.58 -0.18
H -1.11 -2.75 -1.85
H -0.41 -0.87 -0.73
C -0.73 0.96 -1.55
C -0.14 1.60 -0.53
N 1.21 1.82 -0.41
C 1.73 2.13 0.91
H -0.15 0.64 -2.41
H -1.81 0.86 -1.60
H -0.70 1.94 0.33
H 1.77 1.22 -0.99
H 2.78 2.38 0.83
H 1.25 3.03 1.28
H 1.62 1.32 1.63
*
```

Atom charges from the natural (NBO) analysis, given in e for atoms 1 to 2: number 1, C, carries -0.431; number 2, C, carries 0.117